1.
The following is a DFT calculation (ωB97M-V/def2-TZVPD) of C28H29AsN8O6RhS2Se as an isolated structure at a distorted geometry.

Geometry as XYZ:
```
76
Properties=species:S:1:pos:R:3:forces:R:3:lowdin_charge:R:1
Rh -0.484400 0.056100 0.495100 2.22 1.44 0.46 0.89
O -3.150400 0.824400 2.054800 -0.09 -0.45 -0.54 -0.26
As -2.053800 2.206000 2.042300 -0.93 0.80 1.42 0.86
O -2.262300 2.884500 3.507800 -0.20 0.60 0.21 -0.48
O -0.528200 1.564200 1.894800 0.38 -0.67 -0.40 -0.58
C -2.701600 3.425700 0.658900 0.22 -0.37 0.47 -0.23
C -3.313000 4.585400 1.117600 0.14 -0.09 0.36 -0.08
C -3.923300 5.449100 0.224400 -0.06 0.04 -0.10 -0.08
C -3.928400 5.156600 -1.130500 0.01 0.04 0.09 -0.07
C -3.305100 4.007600 -1.584400 0.03 -0.13 -0.26 -0.05
C -2.687000 3.153500 -0.691200 0.15 -0.35 -0.31 -0.26
S -1.948800 1.641500 -1.306100 -0.76 1.02 -1.33 0.46
O -2.082700 1.688800 -2.741900 0.09 0.05 0.12 -0.30
O -2.684000 0.570300 -0.655400 0.17 -0.23 0.39 -0.33
O -0.528000 1.684300 -0.860900 -0.05 -0.42 0.18 -0.43
H -3.768900 0.960900 2.777100 0.01 0.17 0.26 0.04
H -3.301600 4.787600 2.183100 -0.03 -0.04 -0.03 0.10
H -4.415800 6.339400 0.588500 0.01 0.08 0.04 0.10
H -4.418100 5.820300 -1.829400 -0.02 0.02 -0.05 0.10
H -3.302900 3.723000 -2.624300 0.02 0.11 -0.16 0.11
N -0.434900 -0.627800 3.793500 -0.35 -0.16 -0.54 0.20
C -0.847900 -1.647900 3.014300 0.46 0.06 1.22 -0.42
N -1.266300 -2.753500 3.639100 -0.38 -0.68 -0.40 0.17
C -1.630300 -3.773600 2.844400 0.16 0.87 1.61 -0.46
N -2.160700 -4.877400 3.453200 0.27 0.09 -0.25 0.14
N -1.562500 -3.787800 1.532400 0.31 0.77 -2.28 0.18
C -1.134000 -2.657200 0.939800 -0.02 0.05 4.55 -0.20
N -0.750800 -1.541800 1.684700 -0.52 -1.46 -1.93 0.06
C -1.058700 -2.521900 -0.455000 0.36 0.56 -3.54 -0.18
C -1.477900 -3.494400 -1.393400 0.29 0.54 1.73 0.01
C -1.395500 -3.214500 -2.725400 0.40 1.07 -1.06 -0.05
C -0.870800 -1.977700 -3.140300 -0.50 -1.13 0.38 -0.01
C -0.470500 -1.071700 -2.185500 0.45 0.26 -0.15 -0.18
N -0.565400 -1.312000 -0.884300 -0.89 -1.88 0.04 -0.08
H -0.699400 -0.675200 4.763400 0.04 -0.09 -0.07 0.11
H -0.353200 0.293300 3.369900 0.11 0.08 -0.15 0.06
H -1.957900 -4.989300 4.431900 -0.01 0.07 -0.01 0.09
H -2.157900 -5.707000 2.883400 -0.06 -0.02 0.06 0.09
H -1.876500 -4.424700 -1.022300 -0.01 -0.08 0.07 0.11
H -1.734100 -3.925700 -3.463200 0.00 -0.11 -0.03 0.11
H -0.782000 -1.724200 -4.182000 0.03 0.04 -0.12 0.12
H -0.075300 -0.107000 -2.474000 0.03 -0.09 0.10 0.11
C 5.668300 -0.070600 5.469800 -0.06 0.00 -0.03 -0.06
C 4.699600 -0.000500 4.327100 -0.11 -0.07 -0.06 -0.28
C 3.991800 1.155000 4.040500 0.15 0.03 0.13 -0.03
C 3.175100 1.250200 2.924200 -0.08 -0.09 -0.22 -0.30
C 2.420400 2.512900 2.654700 -0.09 0.14 0.00 -0.09
C 3.067100 0.146800 2.061300 -0.46 0.29 0.27 -0.46
Se 2.198200 0.346700 0.364100 -1.41 0.36 0.90 0.92
C 3.680900 -1.066700 2.404700 -0.09 0.06 -0.10 -0.29
C 3.480800 -2.294000 1.583700 0.10 0.00 0.08 -0.11
C 4.500100 -1.110700 3.518400 0.10 0.15 0.16 -0.03
H 5.656300 0.846800 6.053000 0.04 0.07 0.06 0.07
H 6.675600 -0.227900 5.083800 0.10 0.02 0.08 0.08
H 5.431800 -0.903800 6.129400 0.02 -0.07 0.09 0.07
H 4.087600 2.012100 4.694900 0.03 0.10 0.05 0.11
H 2.522900 3.216300 3.480200 0.09 0.03 0.06 0.07
H 1.359200 2.295300 2.515300 0.16 0.12 -0.09 0.04
H 2.783900 2.983300 1.738400 -0.10 0.03 0.03 0.07
H 2.427700 -2.417300 1.335300 0.06 -0.05 -0.13 0.04
H 3.831100 -3.177100 2.113000 0.08 -0.10 0.10 0.07
H 4.023100 -2.194900 0.644700 -0.15 -0.11 -0.11 0.04
H 5.014500 -2.030900 3.756700 0.05 -0.19 0.02 0.11
C 4.411000 -0.206700 -5.711900 0.08 0.07 0.00 -0.05
C 4.478800 -0.204900 -4.216100 0.14 0.02 0.19 -0.37
C 5.437800 0.518900 -3.505500 0.11 0.11 0.05 -0.05
C 5.365700 0.435200 -2.121900 0.05 0.15 -0.38 -0.16
N 4.452300 -0.277100 -1.492600 0.59 0.32 0.38 -0.01
C 3.580500 -0.945000 -2.261200 -0.81 -0.97 0.79 -0.90
S 2.420800 -1.920200 -1.483900 -0.30 -1.27 -1.02 0.53
N 3.568500 -0.925500 -3.594100 0.04 0.25 -1.13 0.07
H 5.404000 -0.196000 -6.154500 0.12 0.05 -0.08 0.07
H 3.877500 0.683000 -6.044800 -0.05 0.05 -0.13 0.08
H 3.872600 -1.089500 -6.045900 -0.06 0.01 -0.02 0.07
H 6.185900 1.121400 -4.001400 0.06 -0.02 -0.01 0.09
H 6.077000 0.956300 -1.491500 0.09 0.12 0.02 0.10
```
Forces are in eV/Å.

Output
Total charge: -1
Highest occupied orbital energy (spin up / spin down), eV: -3.13 / -3.01
Multiplicity: 1



2.
The following is a DFT calculation (ωB97M-V/def2-TZVPD) of C34H28BrFeN4O5S3 as an isolated structure at a distorted geometry.

Geometry as XYZ:
```
76
Properties=species:S:1:pos:R:3:forces:R:3:lowdin_charge:R:1
Fe -0.019473 0.073250 0.080134 0.19 -0.07 -0.02 0.29
Br 6.928716 -1.382762 0.464628 -0.13 0.04 -0.05 0.65
C 5.151431 -0.960123 -0.099581 0.07 -0.02 -0.02 -0.70
C 4.597140 -1.637862 -1.203382 0.15 -0.08 0.02 -0.13
C 3.333997 -1.361110 -1.626344 -0.21 0.13 0.05 0.01
C 2.490238 -0.416112 -0.950413 0.11 0.10 -0.16 -0.33
O 1.306275 -0.205502 -1.372850 0.11 -0.24 0.12 -0.06
C 3.112224 0.291484 0.143669 -0.17 -0.09 0.24 -0.14
C 2.437127 1.382010 0.761059 -0.18 0.15 -0.29 -0.09
N 1.171777 1.570694 0.562546 0.17 -0.15 0.38 0.00
C 0.477616 2.760369 0.754576 0.01 -0.25 -0.11 -0.19
C 0.833448 3.866046 1.475596 -0.12 0.23 0.14 0.00
C -0.028377 4.989592 1.510452 0.18 -0.16 -0.02 -0.08
C -1.191384 5.020324 0.797455 -0.12 -0.11 -0.12 -0.05
C -1.570590 3.898054 0.011290 -0.23 0.30 0.02 -0.15
C -2.743181 3.833942 -0.787623 0.11 0.09 0.11 -0.02
C -3.021545 2.698780 -1.484826 0.13 -0.17 -0.06 -0.04
C -2.145287 1.589174 -1.384763 -0.12 0.11 0.01 -0.08
N -1.059201 1.621159 -0.658768 -0.01 0.10 0.15 0.02
C -0.752206 2.771220 0.025164 0.22 -0.25 -0.16 -0.16
C 4.432071 -0.002844 0.544237 0.02 0.00 0.00 -0.10
H 5.185047 -2.393362 -1.708140 0.01 -0.01 -0.02 0.09
H 2.895383 -1.893753 -2.457548 -0.03 -0.04 -0.02 0.12
H 3.036341 2.094805 1.335543 -0.02 0.08 -0.12 0.13
H 1.758157 3.879551 2.035115 0.03 0.01 0.03 0.11
H 0.251656 5.844013 2.111849 0.02 0.03 0.03 0.10
H -1.838518 5.886799 0.831945 -0.02 0.04 -0.03 0.10
H -3.401769 4.692763 -0.837988 -0.01 0.01 0.03 0.11
H -3.905419 2.621457 -2.102242 -0.01 -0.02 -0.01 0.10
H -2.352339 0.649648 -1.880604 -0.03 -0.04 -0.01 0.13
H 4.862578 0.534644 1.379634 0.00 0.05 0.03 0.10
O -1.157769 -2.941589 1.610733 0.02 0.07 0.03 -0.38
S -0.328816 -2.473523 0.492998 -0.04 -0.02 -0.06 0.30
O 0.258570 -3.553972 -0.266750 -0.03 -0.05 -0.02 -0.34
O 0.741125 -1.516577 1.015709 -0.02 -0.20 -0.25 -0.47
O -1.135203 -1.525530 -0.398109 0.14 -0.05 0.10 -0.44
S -1.638132 0.268311 1.847448 -0.58 0.65 -1.03 0.96
C -1.611041 -0.072820 3.425517 0.71 -0.64 1.16 -0.61
N -2.738760 -0.194982 4.156888 -0.36 0.19 0.02 -0.12
C -2.690566 -0.461710 5.583875 0.12 -0.11 -0.05 -0.12
C -1.676542 -1.549889 5.800539 0.02 0.05 0.03 -0.11
N -0.397174 -1.047069 5.325926 0.08 -0.31 0.42 -0.13
C 0.769688 -1.563068 6.022327 0.11 -0.14 -0.13 -0.14
C 0.929177 -3.047128 5.782364 0.06 -0.01 -0.01 -0.21
C 1.103975 -3.922078 6.844421 0.02 -0.01 0.03 -0.06
C 1.258687 -5.283385 6.619237 0.01 -0.02 0.04 -0.10
C 1.227587 -5.776486 5.325666 -0.01 0.04 -0.03 -0.10
C 1.039960 -4.906127 4.258813 0.02 -0.09 -0.04 -0.05
C 0.891980 -3.549010 4.482172 -0.01 0.11 0.04 -0.01
C -0.279956 -0.402302 4.150512 -0.76 0.44 -0.47 -0.70
S 1.120945 0.000145 3.437037 0.38 0.37 0.18 0.84
C -4.080811 -0.195228 3.571985 0.02 0.10 -0.19 -0.13
C -4.700182 -1.567376 3.686588 0.14 0.02 -0.11 -0.22
C -5.765855 -1.823235 4.537216 -0.05 0.04 -0.02 -0.07
C -6.274559 -3.110590 4.659414 -0.01 -0.01 0.02 -0.10
C -5.710870 -4.143820 3.929258 0.02 -0.03 -0.03 -0.10
C -4.646481 -3.888777 3.070360 -0.04 -0.07 0.02 -0.06
C -4.138689 -2.608147 2.944159 -0.05 0.06 -0.01 -0.01
H -3.677194 -0.789509 5.907670 0.01 0.01 -0.04 0.12
H -2.419395 0.443297 6.140609 0.00 -0.04 -0.01 0.14
H -1.974177 -2.453328 5.256207 0.01 0.00 0.04 0.14
H -1.574286 -1.801568 6.858046 0.01 0.05 -0.04 0.13
H 0.655132 -1.361974 7.090519 -0.03 -0.01 0.02 0.12
H 1.639307 -1.017712 5.652233 -0.08 -0.03 0.04 0.07
H 1.118578 -3.536836 7.857266 0.01 0.02 0.06 0.10
H 1.398019 -5.955981 7.455294 0.00 -0.03 0.04 0.09
H 1.342599 -6.836388 5.146105 0.01 -0.06 -0.01 0.09
H 1.008897 -5.280099 3.244747 -0.03 0.02 -0.05 0.11
H 0.741366 -2.882452 3.642220 -0.03 -0.01 -0.12 0.09
H -3.986489 0.087709 2.523337 0.00 0.02 0.15 0.07
H -4.686461 0.562954 4.077437 -0.02 -0.04 0.04 0.13
H -6.207529 -1.009894 5.103736 0.01 0.01 0.02 0.11
H -7.102754 -3.304165 5.329331 -0.02 0.00 0.00 0.09
H -6.099004 -5.149525 4.027215 -0.01 -0.02 0.00 0.10
H -4.203025 -4.688001 2.492487 0.03 -0.03 -0.01 0.11
H -3.304031 -2.427942 2.271382 0.11 -0.01 0.05 0.10
```
Forces are in eV/Å.

Output
Total charge: -1
Energy relative to the best compared isomer or geometry (same formula, charge and spin), eV: 0.623
Highest occupied orbital energy (spin up / spin down), eV: -4.31 / -4.31
Multiplicity: 1



In the order shown, the computed calculated total energy values come out to -204579.852 -188849.790 eV.